{"formula": "C69H42O12", "method": "wB97M-V/def2-TZVPD", "homo_ev": -9.654, "homo_lumo_gap_ev": 8.38, "largest_force_ev_per_a": 0.745, "smiles": "CC(=O)OCc1ccc2c(c1)C(=O)C=CC2=O.O=C1c2ccccc2C(=O)c2ccccc21.O=C1c2ccccc2C(=O)c2ccccc21.O=C1c2ccccc2C(=O)c2ccccc21.O=C1c2ccccc2C(=O)c2ccccc21", "lumo_energy_ev": -1.28, "e_tot_ha": -3557.5940, "elements": ["C", "C", "O", "O", "C", "C", "C", "C", "C", "C", "C", "C", "O", "C", "C", "C", "O", "H", "H", "H", "H", "H", "H", "H", "H", "H", "H", "C", "C", "C", "C", "C", "C", "C", "O", "C", "C", "C", "C", "C", "C", "C", "O", "H", "H", "H", "H", "H", "H", "H", "H", "C", "C", "C", "C", "C", "C", "C", "O", "C", "C", "C", "C", "C", "C", "C", "O", "H", "H", "H", "H", "H", "H", "H", "H", "C", "C", "C", "C", "C", "C", "C", "O", "C", "C", "C", "C", "C", "C", "C", "O", "H", "H", "H", "H", "H", "H", "H", "H", "C", "C", "C", "C", "C", "C", "C", "O", "C", "C", "C", "C", "C", "C", "C", "O", "H", "H", "H", "H", "H", "H", "H", "H"], "xyz": [[-2.10813, 3.07861, -0.83708], [-1.07497, 2.73893, -1.86626], [-0.79300, 3.44300, -2.79499], [-0.45175, 1.54065, -1.64834], [0.92120, 1.52495, -2.01985], [1.80794, 2.27687, -1.06572], [3.10249, 2.61012, -1.46092], [3.95166, 3.31240, -0.62925], [3.49829, 3.71348, 0.61709], [2.22810, 3.34788, 1.04655], [1.38664, 2.62459, 0.20608], [1.80401, 3.74160, 2.41593], [1.07940, 3.03787, 3.08412], [2.37894, 5.01935, 2.90795], [3.58638, 5.39050, 2.48431], [4.34421, 4.51532, 1.54290], [5.55053, 4.44537, 1.56021], [-3.01327, 3.44122, -1.31435], [-1.66846, 3.85707, -0.21313], [-2.30431, 2.22146, -0.19625], [1.22773, 0.47852, -2.04234], [1.04377, 1.91720, -3.02808], [3.44096, 2.29045, -2.43904], [4.96159, 3.54103, -0.93829], [0.40476, 2.32977, 0.55011], [1.79592, 5.59665, 3.61202], [4.04751, 6.30982, 2.81743], [-6.64117, -4.27278, 1.00946], [-5.91929, -5.29962, 1.60787], [-4.72192, -5.02797, 2.24811], [-4.23587, -3.72774, 2.28648], [-4.95281, -2.69891, 1.67067], [-6.15904, -2.97547, 1.03959], [-4.43176, -1.30520, 1.66334], [-5.04290, -0.40056, 1.13031], [-3.12029, -1.04383, 2.31412], [-2.58956, 0.24056, 2.26335], [-1.36895, 0.50718, 2.85817], [-0.68199, -0.50526, 3.52108], [-1.20632, -1.78529, 3.57615], [-2.42145, -2.06317, 2.96274], [-2.94952, -3.45601, 2.99258], [-2.34907, -4.34265, 3.56251], [-7.57923, -4.48751, 0.51509], [-6.29321, -6.31424, 1.57418], [-4.15478, -5.81820, 2.71996], [-6.70938, -2.17072, 0.57191], [-3.13600, 1.01774, 1.74724], [-0.93934, 1.49994, 2.81209], [0.26932, -0.29008, 3.99008], [-0.67682, -2.57900, 4.08604], [-7.11693, 6.94022, -5.58741], [-5.83136, 7.08722, -5.07759], [-5.36818, 6.22309, -4.10038], [-6.19284, 5.21264, -3.62183], [-7.48984, 5.07564, -4.12111], [-7.94443, 5.93783, -5.11070], [-8.41092, 4.02339, -3.59918], [-9.53404, 3.90236, -4.04053], [-7.90580, 3.13363, -2.51667], [-8.75358, 2.17498, -1.97433], [-8.29555, 1.33059, -0.97538], [-6.98620, 1.43346, -0.51646], [-6.14311, 2.39115, -1.05279], [-6.59577, 3.24727, -2.04619], [-5.66923, 4.28285, -2.58172], [-4.52593, 4.37029, -2.18203], [-7.47388, 7.61235, -6.35652], [-5.19003, 7.87697, -5.44578], [-4.36861, 6.32324, -3.70066], [-8.94688, 5.81645, -5.49686], [-9.76815, 2.10066, -2.34061], [-8.96022, 0.58812, -0.55288], [-6.59499, 0.78343, 0.25389], [-5.12477, 2.47986, -0.70045], [0.27804, -3.08320, 1.01644], [0.08050, -4.42260, 1.33482], [0.60249, -5.41527, 0.52124], [1.31531, -5.07303, -0.62118], [1.49702, -3.72847, -0.95031], [0.98402, -2.73658, -0.12252], [2.21865, -3.33037, -2.18947], [2.37402, -2.15496, -2.45941], [2.73136, -4.40677, -3.07855], [3.36553, -4.06058, -4.26525], [3.86022, -5.04996, -5.09744], [3.72960, -6.38863, -4.74423], [3.09472, -6.73928, -3.56456], [2.58713, -5.75179, -2.73080], [1.88167, -6.15394, -1.47784], [1.77028, -7.32108, -1.17125], [-0.12465, -2.30939, 1.65600], [-0.48197, -4.68961, 2.22028], [0.45988, -6.45950, 0.76202], [1.13692, -1.69737, -0.38093], [3.46424, -3.01652, -4.52804], [4.35023, -4.77983, -6.02339], [4.12221, -7.15984, -5.39355], [2.98463, -7.77694, -3.28198], [8.07494, -1.16089, 6.17979], [9.15558, -0.45471, 5.66207], [9.15608, -0.05803, 4.33588], [8.07893, -0.37391, 3.51752], [7.00231, -1.09842, 4.03249], [7.00117, -1.48256, 5.36769], [5.85046, -1.48421, 3.16756], [4.91013, -2.10455, 3.61757], [5.89451, -1.08612, 1.73175], [4.85476, -1.47100, 0.89320], [4.87209, -1.10426, -0.44149], [5.91982, -0.33722, -0.93896], [6.95271, 0.06080, -0.10830], [6.95303, -0.32695, 1.22619], [8.09321, 0.07902, 2.09630], [9.00532, 0.74983, 1.66345], [8.07383, -1.46321, 7.21869], [9.99781, -0.21254, 6.29666], [9.98750, 0.49656, 3.92367], [6.15746, -2.03470, 5.75769], [4.03978, -2.05902, 1.29417], [4.06329, -1.40347, -1.09493], [5.91579, -0.03207, -1.97759], [7.76193, 0.67355, -0.48087]], "atomic_forces_ev_per_a": [[0.2, -0.5, 0.1], [-0.2, 0.1, -0.4], [0.2, 0.1, 0.1], [0.2, 0.3, 0.7], [0.2, -0.4, -0.5], [0.0, 0.2, 0.1], [-0.1, -0.2, -0.2], [0.1, -0.2, 0.0], [0.0, 0.0, 0.2], [-0.1, -0.1, -0.4], [0.0, 0.0, 0.3], [0.1, -0.3, -0.1], [-0.3, 0.2, 0.1], [0.1, 0.1, -0.1], [-0.3, 0.1, 0.1], [0.1, -0.1, 0.0], [0.0, 0.2, -0.1], [0.2, 0.1, 0.1], [-0.1, 0.2, 0.0], [-0.1, -0.1, 0.0], [-0.1, -0.1, 0.0], [0.0, 0.1, 0.0], [0.0, 0.1, -0.1], [0.0, 0.1, 0.0], [0.0, 0.0, 0.1], [0.0, -0.1, 0.2], [0.2, -0.1, 0.1], [0.0, 0.0, 0.0], [0.0, 0.0, 0.0], [-0.1, -0.1, 0.0], [0.0, 0.1, 0.0], [0.0, 0.0, 0.0], [-0.1, -0.1, 0.0], [0.1, 0.1, -0.1], [0.0, -0.1, 0.1], [0.0, -0.1, 0.0], [0.1, 0.0, 0.0], [0.1, 0.0, 0.0], [0.0, 0.0, 0.1], [-0.1, 0.1, 0.3], [-0.1, 0.0, 0.1], [-0.1, 0.0, 0.0], [0.0, 0.0, 0.0], [0.0, 0.0, 0.0], [0.0, 0.0, 0.0], [0.0, 0.0, 0.0], [0.1, 0.0, 0.0], [-0.1, 0.0, 0.0], [0.0, 0.0, 0.0], [0.0, 0.0, 0.0], [0.0, 0.0, 0.0], [0.0, 0.0, 0.0], [0.0, 0.0, 0.0], [0.0, 0.1, -0.1], [0.0, 0.0, 0.0], [0.0, 0.0, 0.1], [0.0, 0.1, -0.1], [-0.1, 0.0, 0.0], [0.0, 0.0, 0.0], [0.0, 0.0, 0.0], [0.0, -0.1, 0.1], [0.1, 0.0, 0.0], [0.0, 0.0, 0.0], [0.0, -0.1, 0.1], [0.0, 0.1, -0.1], [-0.1, 0.0, 0.0], [-0.2, 0.2, -0.1], [0.0, 0.0, 0.0], [0.0, 0.0, 0.0], [0.0, -0.1, 0.0], [0.0, 0.0, 0.0], [0.0, 0.0, -0.1], [0.0, 0.0, 0.0], [-0.2, 0.0, -0.1], [0.0, 0.0, 0.0], [0.1, 0.0, -0.1], [0.0, 0.0, 0.0], [0.0, 0.0, 0.1], [0.0, 0.0, 0.0], [0.0, 0.0, -0.1], [0.0, 0.0, 0.0], [-0.1, 0.1, 0.1], [0.1, 0.0, -0.2], [0.0, 0.0, 0.0], [0.1, 0.0, -0.1], [0.0, 0.0, 0.0], [0.0, 0.0, 0.0], [0.0, 0.0, -0.1], [0.0, 0.1, 0.0], [0.0, 0.0, 0.0], [0.0, 0.0, 0.0], [0.1, -0.1, -0.2], [0.0, 0.0, 0.0], [0.0, 0.0, 0.0], [0.0, 0.0, 0.0], [0.0, 0.0, 0.1], [0.0, 0.0, 0.0], [0.0, 0.0, 0.0], [0.0, 0.0, 0.1], [0.0, 0.0, 0.0], [0.0, 0.0, 0.0], [0.1, 0.0, 0.1], [-0.1, 0.0, 0.0], [0.0, 0.0, -0.1], [0.0, 0.0, 0.1], [-0.1, 0.0, 0.0], [0.0, 0.0, 0.0], [0.1, 0.0, 0.0], [0.0, 0.0, -0.1], [0.0, 0.0, 0.0], [0.0, 0.1, 0.0], [0.0, 0.0, -0.1], [-0.1, 0.0, 0.1], [0.1, 0.0, 0.0], [0.0, 0.0, 0.0], [0.0, 0.0, 0.0], [0.0, 0.0, 0.0], [0.0, 0.0, -0.1], [0.0, 0.0, -0.1], [0.0, 0.0, 0.1], [0.0, 0.0, 0.0], [0.0, 0.0, 0.0], [0.1, 0.0, 0.1]]}